11
Properties=species:S:1:pos:R:3 method="wB97M-V/def2-TZVPD" e_above_lowest_ev=0.0000 charge=0 lumo_energy_ev=-0.314 spin_multiplicity=1 homo_energy_ha=-0.32587 orbital_gap_ev=8.55 smiles="[H]/N=C1/CN(Br)NS1"
H -1.164 0.179 -2.439
N -0.301 -0.034 -1.970
C -0.386 0.168 -0.705
C 0.650 -0.258 0.227
N 0.652 0.653 1.385
Br 1.555 2.413 0.766
N -0.639 0.805 1.713
S -1.692 0.846 0.287
H 0.352 -1.077 0.918
H 1.736 -0.491 -0.085
H -0.698 1.639 2.343

***

10
Properties=species:S:1:pos:R:3 method="wB97M-V/def2-TZVPD" e_above_lowest_ev=0.0000 charge=0 lumo_energy_ev="0.709 / -4.039" spin_multiplicity=3 homo_energy_ha="-0.34348 / -0.39430" orbital_gap_ev="10.06 / 6.69"
C 0.927 -0.757 0.247
C -0.010 0.055 -0.491
N -0.532 1.231 0.037
O -0.266 1.621 1.140
O -1.190 1.924 -0.725
Br -2.604 -1.023 -0.104
H 0.530 -1.379 1.123
H 1.771 -0.119 0.630
H 1.578 -1.466 -0.395
H -0.204 -0.086 -1.462

***

11
Properties=species:S:1:pos:R:3 method="wB97M-V/def2-TZVPD" e_above_lowest_ev=0.0000 charge=0 lumo_energy_ev=-0.691 spin_multiplicity=1 homo_energy_ha=-0.35673 orbital_gap_ev=9.02
C 0.943 -1.545 -1.169
C 1.075 -0.566 -0.337
N -0.842 1.410 1.346
O -2.007 -0.459 0.524
O -1.385 1.205 -1.166
S -1.056 0.526 0.054
Br 2.575 -0.028 0.545
H 1.888 -2.047 -1.665
H 0.048 -1.645 -1.715
H -1.196 1.169 2.167
H -0.043 1.980 1.416

***

13
Properties=species:S:1:pos:R:3 method="wB97M-V/def2-TZVPD" charge=+1 lumo_energy_ev=-8.620 spin_multiplicity=1 homo_energy_ha=-0.48850 orbital_gap_ev=4.67
Cd -18.902 22.052 -0.456
I -19.090 21.083 -2.959
C -21.678 21.706 -6.162
C -21.274 23.151 -6.484
O -21.329 23.260 -7.903
S -20.977 21.859 -8.548
O -19.575 21.682 -8.537
O -21.737 21.692 -9.710
O -21.605 20.979 -7.391
H -22.707 21.671 -5.816
H -21.002 21.238 -5.447
H -20.276 23.417 -6.132
H -21.986 23.868 -6.083

***

8
Properties=species:S:1:pos:R:3 method="wB97M-V/def2-TZVPD" e_above_lowest_ev=0.3100 charge=0 lumo_energy_ev=0.945 spin_multiplicity=1 homo_energy_ha=-0.39239 orbital_gap_ev=11.62 smiles=ClCCCl
Cl 0.017 0.840 1.918
C -0.523 -0.106 0.531
C 0.345 0.127 -0.670
Cl 1.817 -0.814 -0.331
H -1.533 0.283 0.400
H -0.589 -1.179 0.711
H 0.487 1.167 -0.964
H -0.021 -0.319 -1.594

***

8
Properties=species:S:1:pos:R:3 method="wB97M-V/def2-TZVPD" e_above_lowest_ev=0.3583 charge=0 lumo_energy_ev=1.014 spin_multiplicity=1 homo_energy_ha=-0.39325 orbital_gap_ev=11.72 smiles=ClCCCl
Cl 0.072 -1.120 1.802
C 0.617 -0.145 0.422
C -0.645 0.178 -0.362
Cl 0.125 0.858 -1.784
H 1.273 -0.840 -0.103
H 1.097 0.793 0.697
H -1.302 0.920 0.092
H -1.237 -0.643 -0.764

***

10
Properties=species:S:1:pos:R:3 method="wB97M-V/def2-TZVPD" e_above_lowest_ev=0.4300 charge=0 lumo_energy_ev=-0.179 spin_multiplicity=1 homo_energy_ha=-0.35256 orbital_gap_ev=9.41 smiles=CC(Cl)(Cl)SO
C -0.513 0.435 -0.338
C -1.311 -0.500 0.515
Cl -2.961 -0.077 0.633
Cl -1.347 -2.103 -0.807
S -0.683 -0.984 2.042
O 0.806 -1.315 1.462
H -1.142 1.267 -0.809
H 0.228 0.948 0.324
H -0.071 -0.170 -1.038
H 0.811 -1.912 0.693

***

9
Properties=species:S:1:pos:R:3 method="wB97M-V/def2-TZVPD" e_above_lowest_ev=6.3198 charge=0 lumo_energy_ev="-0.424 / -0.233" spin_multiplicity=1 homo_energy_ha="-0.31677 / -0.31161" orbital_gap_ev="8.20 / 8.25"
C 1.868 0.004 0.231
C -0.078 0.238 0.564
Si -1.359 -0.219 -0.715
Cl 2.827 0.623 1.425
Cl -0.318 1.360 1.777
H 2.120 -0.930 -0.244
H -0.643 -0.700 -1.895
H -2.170 -1.287 -0.110
H -2.245 0.910 -1.033

***

11
Properties=species:S:1:pos:R:3 method="wB97M-V/def2-TZVPD" e_above_lowest_ev=1.7110 charge=0 lumo_energy_ev=-0.060 spin_multiplicity=1 homo_energy_ha=-0.31186 orbital_gap_ev=8.43
C 0.110 -0.466 0.382
C 1.982 1.649 0.391
N 0.063 0.847 -0.088
S -0.261 1.162 -1.644
Cl 2.025 3.073 -0.571
Cl 1.881 1.797 2.153
Cl 3.162 0.504 -0.080
H 0.297 -0.702 1.421
H -0.862 -0.770 0.079
H 0.971 -0.952 -0.287
H -0.963 2.252 -1.570

***

11
Properties=species:S:1:pos:R:3 method="wB97M-V/def2-TZVPD" e_above_lowest_ev=0.0000 charge=0 lumo_energy_ev="0.090 / -3.585" spin_multiplicity=3 homo_energy_ha="-0.24529 / -0.41529" orbital_gap_ev="6.76 / 7.72"
C 1.077 -0.305 -0.169
C -0.099 0.131 0.254
O -2.217 -0.525 1.887
P -1.718 -0.850 0.574
Cl -0.639 1.769 0.648
Cl -1.472 -2.911 0.315
Cl -2.900 -0.373 -1.002
H 2.543 2.448 -0.774
H 1.042 -1.433 -0.327
H 1.945 0.287 -0.383
H 2.438 1.764 -1.022

***

11
Properties=species:S:1:pos:R:3 method="wB97M-V/def2-TZVPD" e_above_lowest_ev=0.4643 charge=0 lumo_energy_ev=0.357 spin_multiplicity=1 homo_energy_ha=-0.40066 orbital_gap_ev=11.26 smiles=ClCC[Si](Cl)(Cl)Cl
Cl 0.599 2.023 -2.032
C -0.043 0.625 -1.265
C 0.742 0.059 -0.099
Si -0.434 -0.656 1.202
Cl -2.385 0.111 1.118
Cl 0.192 -0.347 3.215
Cl -0.383 -2.722 0.896
H -1.073 0.787 -0.943
H -0.036 -0.088 -2.093
H 1.560 -0.596 -0.382
H 1.259 0.802 0.382

***

10
Properties=species:S:1:pos:R:3 method="wB97M-V/def2-TZVPD" e_above_lowest_ev=3.1497 charge=0 lumo_energy_ev=0.119 spin_multiplicity=1 homo_energy_ha=-0.39190 orbital_gap_ev=10.78
C 0.215 -0.773 -1.463
C -1.974 0.784 1.497
O 1.343 -0.883 -1.066
O -1.890 0.528 2.742
F -1.056 -0.048 0.953
Cl 3.219 1.363 -1.068
H -0.591 -1.334 -1.157
H -0.180 0.021 -2.278
H 2.194 0.469 -1.318
H -1.280 -0.128 3.158

***

no.,molar mass (g mol⁻¹),DFT total energy (a.u.)
1,182.0,-3214.97465
2,154.0,-2857.63804
3,186.0,-3255.91354
4,363.4,-1242.84343
5,99.0,-998.98069
6,99.0,-998.97892
7,147.0,-1472.36390
8,127.0,-1288.29340
9,180.5,-1911.99608
10,181.4,-1875.62552
11,198.0,-2209.02490
12,114.5,-789.02666